Below is a structure of composition C4H8BO12Rb, with properties calculated with ωB97M-V with the def2-TZVPD basis set.

* E_LUMO: -1.4931 eV
* HOMO energy: -9.3 eV
* energy: -1109.25023 a.u.

```
! RIJCOSX wB97M-V def2-TZVPD def2/J DEFGRID3
* xyz 0 1
Rb 0.828 1.474 -2.373
O 1.288 -2.946 5.653
C 0.953 -2.472 4.587
O 1.574 -1.490 4.056
B 0.652 -0.831 3.118
O -0.507 -1.756 3.057
C -0.325 -2.642 3.926
O -1.297 -3.157 4.423
O 1.205 -0.512 1.799
C 1.151 0.703 1.642
O 1.299 1.257 0.534
C 0.525 1.318 2.707
O 0.194 0.475 3.589
O 0.168 2.507 2.658
O -0.381 2.935 -4.567
H -0.804 2.288 -5.143
H -1.066 3.514 -4.302
O -2.115 1.168 -3.086
H -2.022 2.121 -2.928
H -3.017 0.980 -3.374
O -0.264 -0.468 -4.255
H -1.084 -0.116 -3.851
H -0.534 -0.715 -5.120
O 1.370 -0.969 -1.125
H 1.255 -0.930 -0.167
H 0.954 -1.735 -1.459
*
```

Below is the molecule C5H11NO, with properties calculated with ωB97M-V with the def2-TZVPD basis set.

* E_LUMO: 0.9968 eV
* HOMO energy: -7.6 eV
* energy: -326.95346 a.u.

```
! RIJCOSX wB97M-V def2-TZVPD def2/J DEFGRID3
* xyz 0 1
C -2.367 -0.226 -0.563
C -1.485 0.854 0.054
C -0.676 0.353 1.248
N 0.247 -0.737 0.928
C 1.523 -0.513 0.545
O 1.785 0.731 0.249
C 3.055 -0.227 -0.523
H -2.951 0.167 -1.401
H -1.758 -1.056 -0.938
H -3.072 -0.631 0.175
H -0.784 1.248 -0.689
H -2.104 1.697 0.390
H -0.078 1.176 1.656
H -1.343 -0.002 2.042
H -0.003 -1.679 1.182
H 3.007 0.374 -1.436
H 3.196 -1.277 -0.793
H 3.858 0.093 0.137
*
```

The following ΔE to the lowest compared entry with this formula, charge and spin values (in kJ/mol) correspond, in order, to the records above: 54.9, 467.0.
The following gap between HOMO and LUMO values (in eV) correspond, in order, to the records above: 7.84, 8.55.